Molecular formula: C3H16NO4
Method: DFT, ωB97M-V/def2-TZVPD

```
! RIJCOSX wB97M-V def2-TZVPD def2/J DEFGRID3
* xyz 1 1
C 0.626 -0.715 0.918
O 0.847 -0.151 -0.379
C -0.818 0.042 1.534
C -0.690 0.139 2.970
N -0.574 1.499 0.974
H 0.489 -1.795 0.985
H 1.409 -0.438 1.571
H 0.767 -0.812 -1.160
H -1.766 -0.530 1.299
H -0.219 1.152 3.319
H 0.126 -0.471 3.421
H -1.667 -0.110 3.544
H 0.076 2.076 1.460
H -0.257 1.369 -0.172
H -1.418 2.053 0.924
H -0.028 1.612 -2.428
H 0.671 3.108 -2.147
O 0.262 2.230 -1.718
H -0.271 -2.681 -1.424
H -1.625 -2.083 -2.092
O -0.887 -1.934 -1.478
H 1.253 -1.731 -3.752
H 2.278 -0.775 -3.136
O 1.415 -1.054 -3.033
*
```

## Properties
HOMO-LUMO gap (eV): 11.0
HOMO level (eV): -13.66

The net atomic charges from natural (NBO), expressed in e, are: C -0.044; O -0.776; C -0.081; C -0.676; N -0.756; H 0.197; H 0.177; H 0.547; H 0.260; H 0.219; H 0.245; H 0.250; H 0.425; H 0.524; H 0.423; H 0.504; H 0.518; O -0.986; H 0.488; H 0.499; O -0.976; H 0.492; H 0.481; O -0.957



Molecular formula: C21H32O2
Method: DFT, ωB97M-V/def2-TZVPD

```
! RIJCOSX wB97M-V def2-TZVPD def2/J DEFGRID3
* xyz 0 1
C 1.941 3.827 -1.626
C 0.857 2.904 -1.047
C 1.132 3.009 0.614
C 1.843 2.078 1.367
C 2.533 0.999 0.490
C 3.998 1.110 0.432
C 4.857 0.154 -0.102
C 4.235 -0.836 -0.753
C 3.803 -1.972 0.147
C 2.764 -2.873 0.219
C 1.587 -2.406 -0.554
C 0.397 -3.365 -0.308
C -0.678 -2.986 0.701
C -0.739 -1.741 1.216
C -0.823 -0.497 0.259
C -1.382 -0.260 -1.009
C -2.418 -1.363 -1.406
C -3.815 -0.756 -1.659
C -4.457 -0.684 -0.391
C -3.843 0.075 0.552
O -3.500 0.168 1.656
O -3.771 1.428 0.105
C -2.999 2.402 0.857
H 3.012 3.334 -1.602
H 2.139 4.946 -1.394
H 1.679 3.803 -2.792
H 0.818 1.975 -1.168
H -0.021 3.498 -0.918
H 1.007 4.015 1.013
H 2.166 2.397 2.201
H 2.027 0.847 -0.335
H 2.336 0.162 1.192
H 4.524 2.036 0.906
H 6.023 0.189 -0.060
H 3.590 -0.852 -1.407
H 5.156 -1.561 -1.372
H 4.575 -2.231 0.901
H 2.539 -3.557 1.148
H 1.125 -1.372 -0.348
H 1.765 -2.794 -1.583
H 0.528 -4.454 -0.355
H -1.486 -3.546 0.934
H 0.036 -1.385 2.142
H -1.729 -1.492 1.744
H -0.169 0.422 0.301
H -1.381 0.741 -1.500
H -2.041 -1.715 -2.590
H -2.529 -2.197 -0.730
H -4.443 -1.512 -2.165
H -3.772 0.265 -2.466
H -5.571 -0.455 -0.587
H -4.649 -1.733 0.136
H -3.498 2.629 1.716
H -3.147 3.355 0.118
H -1.954 2.207 0.944
*
```

## Properties
HOMO-LUMO gap (eV): 8.9
HOMO level (eV): -8.13
SMILES: CC/C=C\C/C=C\C/C=C\C/C=C\C/C=C\CCCC(=O)OC

The net atomic charges from natural (NBO), expressed in e, are: C -0.641; C -0.427; C -0.148; C -0.191; C -0.507; C -0.142; C -0.221; C -0.439; C -0.130; C -0.244; C -0.560; C -0.126; C -0.228; C -0.530; C -0.192; C -0.238; C -0.443; C -0.378; C -0.561; C 0.811; O -0.557; O -0.599; C -0.237; H 0.215; H 0.240; H 0.207; H 0.196; H 0.223; H 0.186; H 0.183; H 0.208; H 0.238; H 0.208; H 0.233; H 0.208; H 0.195; H 0.185; H 0.230; H 0.260; H 0.237; H 0.201; H 0.199; H 0.235; H 0.266; H 0.213; H 0.228; H 0.204; H 0.218; H 0.213; H 0.229; H 0.283; H 0.233; H 0.182; H 0.177; H 0.193



Molecular formula: C18H30N6O2Y
Method: DFT, ωB97M-V/def2-TZVPD

```
! RIJCOSX wB97M-V def2-TZVPD def2/J DEFGRID3
* xyz 1 1
Y -0.622 0.431 -0.477
C -1.732 -3.178 2.425
C -1.152 -2.000 1.699
N -1.535 -1.597 0.556
C -2.458 -2.262 -0.337
C -1.635 -2.673 -1.567
N -0.803 -1.554 -2.074
C -1.229 -0.989 -3.371
C -0.259 0.118 -3.769
N -0.316 1.201 -2.788
C 0.848 2.110 -2.712
C 1.979 1.558 -1.838
N 1.469 1.111 -0.557
C 2.439 0.929 0.509
C 2.960 2.282 1.030
C 1.769 0.171 1.653
C 2.321 0.062 2.934
C 1.672 -0.703 3.880
C 0.506 -1.391 3.547
C 0.017 -1.255 2.265
N 0.634 -0.461 1.372
H -1.762 -4.044 1.764
H -2.757 -2.965 2.734
H -1.158 -3.447 3.305
H -3.217 -1.530 -0.624
H -2.962 -3.132 0.089
H -2.298 -3.052 -2.347
H -0.970 -3.486 -1.272
H 0.143 -1.900 -2.201
H -2.237 -0.582 -3.254
H -1.258 -1.756 -4.152
H -0.482 0.462 -4.783
H 0.760 -0.281 -3.782
H -1.159 1.753 -2.919
H 0.484 3.035 -2.265
H 1.236 2.337 -3.711
H 2.710 2.376 -1.761
H 2.493 0.751 -2.387
H 3.390 2.845 0.203
H 3.739 2.164 1.783
H 2.137 2.864 1.445
H 3.243 0.566 3.182
H 2.080 -0.786 4.879
H 0.015 -2.009 4.283
N -1.829 1.713 1.908
C -3.056 2.246 1.254
C -2.641 2.002 -0.183
O -1.652 2.666 -0.590
O -2.975 0.907 -0.724
H -2.014 1.400 2.853
H -1.144 2.460 1.961
H -3.239 3.295 1.477
H -3.913 1.634 1.520
C 3.635 0.055 0.070
H 4.186 0.559 -0.724
H 3.275 -0.905 -0.305
H 4.325 -0.128 0.894
*
```

## Properties
HOMO-LUMO gap (eV): 7.1
HOMO level (eV): -10.30

The net atomic charges from natural (NBO), expressed in e, are: Y 1.974; C -0.697; C 0.357; N -0.513; C -0.256; C -0.213; N -0.685; C -0.222; C -0.225; N -0.704; C -0.216; C -0.221; N -0.927; C 0.096; C -0.613; C 0.305; C -0.226; C -0.136; C -0.223; C 0.150; N -0.546; H 0.246; H 0.253; H 0.237; H 0.249; H 0.207; H 0.214; H 0.207; H 0.390; H 0.218; H 0.203; H 0.212; H 0.203; H 0.409; H 0.231; H 0.195; H 0.190; H 0.161; H 0.221; H 0.206; H 0.215; H 0.239; H 0.236; H 0.232; N -0.837; C -0.307; C 0.750; O -0.724; O -0.750; H 0.384; H 0.389; H 0.213; H 0.217; C -0.613; H 0.223; H 0.211; H 0.214



Number 1: strongest force on any atom 5.5 eV/A. Number 2: strongest force on any atom 12.4 eV/A. Number 3: strongest force on any atom 0.6 eV/A.